Formula: C5H13NO2
Source: the OMol25 dataset
Level of theory: the ωB97M-V functional and the def2-TZVPD basis

Computed properties:
Orbital gap (spin up / spin down), eV: 1.7 / 5.7
Charge: -1
⟨S²⟩: 0.765
Max |F|, eV/A: 6.2
LUMO (spin up / spin down), eV: 3.180 / 3.298
E_HOMO (spin up / spin down), eV: 1.46 / -2.37
2S+1: 2
Total energy, eV: -10976.9406

Each line ends with the Mulliken spin population.
CARTESIAN COORDINATES (ANGSTROEM)
O  -3.2090  5.2736  -0.6804  0.3189
O  -1.8636  -0.1316  2.1820  0.0800
N  -0.9683  -1.4121  -1.3528  0.1102
C  -0.0388  -0.5546  -0.8679  0.4259
C  1.2017  -0.9568  -0.4399  0.0094
C  2.0435  -0.1673  0.3750  0.0133
C  3.1316  -0.6023  1.0012  0.2062
C  1.5771  -2.4638  -0.6216  0.0765
H  -1.5108  -0.8981  1.7755  0.0128
H  1.1984  -3.1069  -1.4119  -0.0092
H  -1.8722  -0.8393  -1.7607  -0.0594
H  2.6444  -2.4762  -0.7731  -0.0230
H  1.7307  0.8171  0.5465  -0.0408
H  1.3309  -3.0580  0.3440  0.0227
H  3.5541  -1.6633  0.8573  0.0121
H  -0.8787  -2.3726  -1.2441  -0.0316
H  -3.2672  5.9800  -0.0072  -0.1126
H  -4.0952  4.9471  -0.7320  -0.0875
H  3.8808  0.0798  1.5106  0.0352
H  -0.3250  0.4052  -0.9761  0.0841
H  -2.5216  -0.5981  2.6473  -0.0432

---

Formula: C5H10O2
Source: the OMol25 dataset
Level of theory: the ωB97M-V functional and the def2-TZVPD basis

Computed properties:
Orbital gap (spin up / spin down), eV: 8.5 / 7.6
Charge: 0
Max |F|, eV/A: 2.3
LUMO (spin up / spin down), eV: 0.191 / -0.407
E_HOMO (spin up / spin down), eV: -8.26 / -8.01
2S+1: 1
Total energy, eV: -9437.4594

Each line ends with the Löwdin charge.
CARTESIAN COORDINATES (ANGSTROEM)
O  2.5441  1.3387  0.3744  0.0119
O  -0.5069  0.7833  1.1519  -0.0888
C  0.8120  -0.0376  -0.7233  -0.0778
C  -1.0733  -1.4590  0.3492  -0.0358
C  -0.7176  -0.0108  0.0206  -0.6624
C  -1.7589  0.7554  -0.5403  0.1153
C  1.7123  0.2337  0.3781  -0.2476
H  -1.2890  -2.0292  -0.5631  0.0881
H  0.8285  0.7389  -1.4936  0.1162
H  2.1925  -0.5996  0.8873  0.1351
H  -1.9492  -1.4845  1.0032  0.0868
H  0.9020  -1.0242  -1.1790  0.1111
H  -0.2439  -1.9488  0.8712  0.0849
H  -1.6116  1.8213  -0.6726  0.0751
H  0.6379  0.6057  1.2593  0.1095
H  -2.7190  0.3308  -0.8275  0.0734
H  2.1973  1.9841  -0.2552  0.1051

---

Formula: C41H116N8O13
Source: the OMol25 dataset
Level of theory: the ωB97M-V functional and the def2-TZVPD basis

Computed properties:
Orbital gap, eV: 9.0
Charge: 0
Max |F|, eV/A: 2.0
LUMO, eV: 0.347
E_HOMO, eV: -8.62
2S+1: 1
Total energy, eV: -82930.0085

Each line ends with the Löwdin charge.
CARTESIAN COORDINATES (ANGSTROEM)
O  -4.0936  -0.4239  2.5166  -0.2073
O  -0.7451  -3.8944  4.3320  -0.1385
O  2.1417  -0.6077  -0.0955  -0.0940
O  4.5903  3.2612  1.6978  -0.2108
O  -0.5318  5.4434  0.8115  -0.1415
O  -2.8486  4.2056  0.2518  -0.2280
O  2.4015  1.2519  5.1021  -0.1022
O  3.9993  -4.6257  1.9658  -0.1826
O  -0.7235  -7.8063  1.7102  -0.1696
O  -4.3130  -1.0959  -1.8839  -0.1827
O  2.3320  0.4800  -7.1170  -0.1894
O  6.4761  -0.6185  -0.9033  -0.1840
O  -1.6134  1.4534  -5.7541  -0.0760
N  -3.5277  2.2197  5.1227  0.0464
N  0.9720  1.7509  -4.7351  0.0483
N  6.1733  6.5190  1.2609  0.0402
N  3.5345  1.5948  -0.7485  0.0521
N  2.5660  -3.2971  -1.2926  0.0591
N  -2.2268  -5.7776  3.0432  0.0341
N  -4.8161  6.7589  2.0964  0.0292
N  -7.9354  -1.5987  -1.8275  0.0320
C  -3.0043  2.9029  -0.4090  -0.0504
C  -2.2386  -5.9560  1.6163  -0.4035
C  5.3373  1.8485  -2.2972  -0.0291
C  5.0501  5.1160  -0.4229  -0.0685
C  -2.7489  1.7643  -3.7173  -0.0555
C  0.1776  0.7379  -0.1355  -0.0484
C  3.0418  -5.6324  -0.7084  -0.0593
C  1.7667  0.5315  -4.6635  -0.4177
C  5.5609  0.3158  -0.2554  -0.1832
C  2.3898  -0.3087  -8.3020  -0.1279
C  -2.6416  -0.4588  -4.9287  -0.0250
C  1.3465  0.3618  4.8408  -0.1823
C  1.7244  -0.2286  -5.9951  -0.1700
C  -2.7653  1.0598  -5.0639  -0.4874
C  0.5329  -8.3217  1.2827  -0.1063
C  7.5312  -0.9745  0.0194  -0.0920
C  -3.0878  5.4052  2.9964  -0.0532
C  5.2826  5.3406  1.0380  -0.4292
C  2.9679  -4.6567  2.9321  -0.1067
C  -6.7159  -0.4598  -3.5480  -0.0599
C  4.6145  2.1598  2.5497  -0.1129
C  -0.8240  -6.4700  1.2176  -0.1867
C  -4.0757  4.7665  0.7462  -0.1689
C  2.6613  -4.2558  -0.1887  -0.4418
C  -6.6326  -1.4912  -2.4322  -0.4402
C  -4.7279  -1.7146  2.5246  -0.0991
C  -5.6260  -1.1102  -1.3378  -0.1931
C  -3.7049  5.9394  1.7024  -0.4378
C  -3.2353  -1.0461  -0.9568  -0.0865
C  -1.4164  -2.6674  4.1534  -0.1724
C  0.3227  4.9218  -0.2169  -0.1279
C  0.4658  -1.4134  1.2374  -0.0280
C  -4.2800  0.3327  3.7139  -0.1735
C  1.0899  -0.1413  0.6690  -0.4868
C  4.6450  0.8562  -1.3353  -0.3885
C  3.7017  -3.7441  0.8638  -0.1754
C  -1.8772  1.2622  3.7513  -0.0706
C  -2.6208  -4.6490  0.9337  -0.0513
C  -3.3477  1.5928  3.8093  -0.4213
C  5.7193  4.0980  1.7948  -0.1868
C  1.2944  -0.2427  -3.4412  -0.0504
H  2.0385  2.0851  4.7929  0.0758
H  -7.1297  0.4867  -3.2003  0.0806
H  -4.0622  -0.3787  4.5105  0.1168
H  -1.8413  1.6402  -3.1265  0.0740
H  0.7477  -9.3457  1.5883  0.0873
H  -2.8930  2.8221  -3.9373  0.0865
H  2.7627  0.1139  -0.2195  0.0059
H  -2.3303  -2.6302  4.7463  0.0698
H  4.6818  -3.5361  0.4346  0.1231
H  5.9656  4.6957  -0.8392  0.0769
H  -4.6392  4.0481  1.3417  0.1178
H  0.6568  1.6445  -0.5052  0.0595
H  -3.1727  -5.8216  3.3946  0.1006
H  1.0164  -1.7969  2.0964  0.0743
H  -4.4117  -2.1972  1.5998  0.0430
H  1.2450  2.2319  -5.5802  0.0646
H  -3.7701  4.8469  3.6374  0.0674
H  -4.3409  -2.3227  3.3422  0.0744
H  -1.8834  -3.8787  1.1592  0.0692
H  -1.5724  0.9050  2.7676  0.0666
H  1.7964  -1.2073  -3.3655  0.0760
H  3.1586  -5.2715  3.8118  0.0900
H  4.1585  -0.0018  -1.7993  0.1353
H  -0.7091  1.0542  0.4138  0.0619
H  1.4732  -0.8047  -8.6212  0.0783
H  0.1676  3.8430  -0.2334  0.0519
H  0.2328  -0.4843  -3.4938  0.0619
H  -0.8101  -1.8196  4.4724  0.0625
H  -5.7377  -0.2339  -3.9723  0.0535
H  1.3573  5.1130  0.0679  0.0686
H  2.4179  -2.3428  -0.9969  0.0221
H  -3.5562  -0.9300  -4.5687  0.0653
H  -4.5251  2.2794  5.2699  0.0670
H  2.1861  -1.2112  -5.8975  0.1197
H  -5.3239  0.6464  3.7150  0.1211
H  2.2791  -5.8501  -1.4561  0.0735
H  5.4209  1.4621  2.3238  0.0764
H  2.6581  -3.6839  3.3138  0.0792
H  3.0770  -6.4028  0.0619  0.0670
H  -3.1639  -1.8906  -0.2713  0.0677
H  -3.0937  6.6357  1.1283  0.1410
H  -1.2817  -4.6193  4.0033  -0.0076
H  2.5790  0.3775  -9.1275  0.0837
H  -0.0635  -5.8204  1.6510  0.1106
H  -0.2120  0.2756  -1.0425  0.0625
H  6.1415  1.0950  0.2384  0.1112
H  -7.8398  -2.2692  -1.0782  0.0655
H  -8.2855  -0.7524  -1.4017  0.0739
H  -2.6851  6.2007  3.6234  0.0859
H  3.5179  -3.2634  -1.6285  0.0671
H  -3.5185  2.3005  2.9981  0.1151
H  4.5910  2.3747  -2.8925  0.0738
H  6.0242  1.3048  -2.9458  0.0815
H  -1.5526  0.6355  4.5820  0.0647
H  5.9026  4.3478  2.8398  0.1284
H  0.9350  0.4006  3.8322  0.0563
H  5.9874  7.1801  0.5204  0.0572
H  -2.3046  4.6960  2.7286  0.0638
H  -1.7218  2.3808  -5.9775  0.1055
H  -3.2280  -0.1022  -0.4118  0.0717
H  6.6083  3.6099  1.3952  0.1292
H  -1.6446  -2.5175  3.0981  0.0487
H  -5.2150  7.2328  1.2987  0.0705
H  4.8612  6.0745  -0.9065  0.0797
H  1.6925  -4.3112  0.3077  0.1087
H  1.4653  0.4898  1.4745  0.1232
H  7.9153  -1.9707  -0.1999  0.0840
H  4.0018  -5.6237  -1.2244  0.0798
H  -3.5572  1.3753  -3.0981  0.0665
H  -3.6627  1.3822  -5.5919  0.1372
H  -0.0129  1.5691  -4.8651  0.0176
H  -2.6331  -4.8756  -0.1324  0.0830
H  1.5349  0.3328  -2.5473  0.0485
H  7.2038  -0.8986  1.0563  0.0821
H  -1.4255  5.1640  0.5998  0.0018
H  -7.2537  -0.8262  -4.4225  0.0804
H  -5.8161  -1.7524  2.4738  0.0876
H  -5.8743  -0.1147  -0.9698  0.1262
H  2.0981  -5.0766  2.4270  0.0590
H  4.7604  2.4516  3.5898  0.0906
H  0.3814  -2.2072  0.4953  0.0787
H  1.8024  -0.6165  4.9933  0.0854
H  5.7786  2.6560  -1.7131  0.0566
H  -5.7576  -1.7488  -0.4644  0.1089
H  3.9123  2.2732  -0.1026  0.0567
H  -1.7797  -0.6184  -4.2808  0.0655
H  0.5559  -8.4780  0.2042  0.0855
H  -6.3613  -2.4111  -2.9500  0.1434
H  -4.6750  5.1240  -0.0911  0.1221
H  3.3010  -2.7787  1.1728  0.0992
H  0.6963  -0.3992  -6.3144  0.1172
H  -2.0900  2.6849  -0.9610  0.0699
H  3.1280  -1.1104  -8.2789  0.0818
H  -2.2166  -1.0688  -1.3439  0.0753
H  8.3824  -0.3098  -0.1286  0.0818
H  7.1053  6.2131  1.0202  0.0605
H  -3.1208  2.1066  0.3261  0.0673
H  -5.5613  6.2163  2.5090  0.0714
H  0.5134  0.4332  5.5400  0.0697
H  4.9849  -0.2261  0.4946  0.1199
H  -1.3097  2.1917  3.7955  0.0843
H  1.3614  -7.6731  1.5674  0.0776
H  -0.5395  -1.2262  1.6146  0.0555
H  2.8110  0.7720  -4.4643  0.1265
H  -0.6711  -6.3971  0.1409  0.1260
H  2.9331  2.0833  -1.3963  0.0920
H  -2.9648  -6.7300  1.3679  0.1379
H  -3.6182  -4.2576  1.1341  0.0633
H  -1.7885  -6.5698  3.4910  0.0953
H  4.2015  4.4846  -0.6862  0.0650
H  -3.2185  1.4711  5.7260  0.0659
H  0.0939  5.4074  -1.1655  0.0813
H  3.6811  1.5974  2.5272  0.0831
H  4.3354  5.6752  1.4612  0.1367
H  -2.4699  -0.8786  -5.9199  0.0826
H  -3.8454  2.7832  -1.0918  0.0819